Entry 1:
The following is a quantum chemistry calculation of the molecule C15H9BrF3N3O2, from OMol25.

Structure (XYZ):
```
33
Properties=species:S:1:pos:R:3
O 0.706 1.552 -1.703
C 1.689 0.953 -1.318
C 2.752 0.440 -2.146
C 3.807 -0.235 -1.634
C 3.886 -0.449 -0.234
C 5.058 -1.187 0.333
F 4.951 -1.401 1.653
F 5.230 -2.390 -0.239
F 6.214 -0.521 0.151
C 2.895 0.035 0.569
N 1.854 0.710 0.064
C 0.793 1.202 0.914
C -0.516 0.499 0.647
C -0.578 -0.797 0.217
C -1.826 -1.422 -0.060
O -2.028 -2.552 -0.443
N -2.956 -0.550 0.166
C -4.192 -1.045 -0.098
C -5.304 -0.291 0.100
Br -7.013 -1.011 -0.274
C -5.186 1.032 0.588
C -3.948 1.523 0.848
C -2.782 0.737 0.636
N -1.604 1.248 0.880
H 2.653 0.619 -3.205
H 4.591 -0.619 -2.269
H 2.917 -0.110 1.641
H 1.074 1.077 1.962
H 0.631 2.264 0.710
H 0.304 -1.393 0.049
H -4.205 -2.063 -0.465
H -6.075 1.624 0.742
H -3.792 2.523 1.216
```

**SMILES string**: O=c1ccc(C(F)(F)F)cn1Cc1cc(=O)n2cc(Br)ccc2n1
**Highest occupied orbital energy**: -8.6 eV
**Electronic energy**: -3765.42520 Eh
**Max |F|**: 1.08 eV/A
**Frontier orbital gap**: 8.316 eV
**E_LUMO**: -0.274 eV

Here are the Löwdin charges for atoms 1 to 2, given in e: number 1, O, carries 0.079; number 2, C, carries -0.424


Entry 2:
The following is a quantum chemistry calculation of a structure of composition C15H9CaN6O5S2, from OMol25.

Structure (XYZ):
```
38
Properties=species:S:1:pos:R:3
Ca 1.037 -1.833 -1.384
S -0.653 -3.999 -1.442
C -0.549 -3.561 0.240
C -1.805 -3.333 0.894
N -2.829 -3.088 1.368
C 0.589 -3.370 0.998
S 2.247 -3.493 0.481
C 0.409 -3.003 2.376
N 0.269 -2.709 3.482
O -2.821 1.394 -4.809
C -3.487 0.897 -3.784
O -4.698 0.910 -3.739
C -2.709 0.268 -2.677
C -3.341 -0.258 -1.570
N -2.392 -0.702 -0.742
N -1.159 -0.530 -1.231
C -1.333 0.064 -2.410
C -0.136 0.321 -3.295
O -0.306 0.984 -4.327
O 0.950 -0.202 -2.918
H -1.827 1.276 -4.691
H -4.389 -0.332 -1.333
H -2.538 -1.234 0.110
N 1.915 3.142 4.153
C 2.697 2.999 3.055
O 3.682 3.687 2.869
C 2.304 1.918 2.081
C 1.297 0.991 2.310
C 1.026 0.047 1.337
N 1.702 -0.036 0.192
C 2.662 0.864 -0.026
C 2.997 1.850 0.883
H 2.171 3.853 4.816
H 1.089 2.596 4.310
H 0.722 0.947 3.225
H 0.238 -0.672 1.496
H 3.185 0.790 -0.973
H 3.786 2.558 0.676
```

**Net charge**: -1
**Highest occupied orbital energy**: -4.8 eV
**Relative energy (zero: lowest compared OMol25 entry of this formula, charge and spin)**: 8.2 kJ/mol
**Electronic energy**: -2756.05081 Eh
**Max |F|**: 0.46 eV/A
**Frontier orbital gap**: 6.426 eV
**E_LUMO**: 1.610 eV

Here are the Löwdin charges for atoms 1 to 2, given in e: number 1, Ca, carries 1.093; number 2, S, carries 0.441